The following is a quantum chemistry calculation of a cluster of 2 separate species, C8H16BrN6 in total at a distorted geometry, from the Open Molecules 2025 dataset.

Last column: natural (NBO) charge in e.
CARTESIAN COORDINATES (ANGSTROEM)
Br (3.36416, 4.14597, 0.28381)  0.110
N (-1.15412, -1.14924, -1.93827)  -0.733
N (-0.22261, 2.24694, -0.39648)  -0.570
N (-1.12836, -0.59841, 1.94076)  -0.860
N (0.79023, 1.11882, 1.49614)  -0.459
N (-2.50639, 0.41598, 0.27135)  -0.847
N (-1.07769, -2.38072, 0.02974)  -0.773
C (1.76166, 1.99059, 1.55995)  0.133
C (1.83738, -2.60382, -1.10105)  -0.607
C (-0.49604, -1.49615, -0.83963)  0.578
C (1.82153, 3.08044, 0.57331)  -0.266
C (-0.26397, 1.25019, 0.62431)  0.194
C (-1.26518, 0.33833, 0.88859)  0.241
C (0.98578, -1.33740, -0.82209)  -0.514
C (0.80688, 3.12521, -0.35135)  0.065
H (2.36282, 1.89855, 2.33313)  0.201
H (1.13873, -0.79043, 0.17660)  0.276
H (-2.00584, -1.13753, 2.20435)  0.379
H (-3.13887, 0.23498, 0.97959)  0.374
H (1.69950, -2.81694, -2.13936)  0.216
H (-0.72718, -0.62533, -2.72861)  0.421
H (0.77609, 3.93574, -1.06938)  0.233
H (1.40174, -0.54548, -1.54386)  0.245
H (-0.69809, -0.12631, 2.71485)  0.422
H (2.86508, -2.43323, -0.91276)  0.236
H (-2.76994, 1.32715, -0.11057)  0.380
H (-1.01830, 2.52473, -0.88479)  0.405
H (-2.12992, -1.02577, -1.98886)  0.416
H (-0.56858, -2.48062, 1.02198)  0.451
H (1.67662, -3.63458, -0.55602)  0.232
H (-2.11712, -2.45166, 0.28463)  0.421

Forces on the atoms, in the same order (eV/Å):
Br -0.36 -0.15 0.38
N 0.98 1.42 -1.33
N 0.99 -1.19 1.70
N -1.41 -0.37 0.30
N 1.48 1.15 0.61
N 0.08 0.20 -1.73
N 0.49 0.16 3.04
C -4.17 0.33 -4.55
C -1.23 -1.91 1.25
C -0.80 -2.16 -0.65
C -0.69 -0.81 -0.70
C -0.70 -1.60 0.36
C 1.12 1.84 -0.50
C 1.40 1.65 1.40
C 1.42 1.04 0.80
H 3.29 -0.34 3.35
H 0.34 -1.33 -0.96
H 1.49 1.48 -0.37
H -2.12 -0.48 1.39
H 0.13 -0.29 -0.75
H 0.20 -0.70 1.37
H 0.05 -0.18 -0.14
H -1.25 -1.08 0.69
H 0.16 -0.20 0.61
H 1.02 0.63 0.02
H 0.39 -0.32 0.10
H -1.42 0.30 -0.80
H -1.38 -0.41 0.54
H -1.01 0.55 -3.22
H -0.47 2.29 -0.64
H 1.96 0.49 -1.58

For the electronic energy, the calculation gives -87530.4863 eV. As for the spin multiplicity: 1. The value obtained for the HOMO energy (spin up / spin down) is -10.0 / -10.0 eV. The molar mass comes out at 276.2 g mol⁻¹. As for the HOMO-LUMO gap (spin up / spin down): 6.9042 / 6.9035 eV. Its charge is +1.